Molecular formula: C22H35HgNO2P2S2
Method: DFT, ωB97M-V/def2-TZVPD

Its electronic energy is -73386.46774 eV. As for the energy above the lowest of the compared OMol25 structures with the same formula, charge and spin: 0.00 kJ/mol. Its HOMO energy is -8.1 eV. For the frontier orbital gap, the calculation gives 7.14 eV.

Last column: natural (NBO) charge in e.
Atoms and positions in Å:
P -3.86674 2.22104 1.59069  0.792
P -4.23996 1.57402 -1.42420  0.782
C -5.30100 3.05910 0.71830  -0.700
C -5.72762 2.27461 -0.52047  -0.699
H -4.96735 4.07352 0.45356  0.222
H -6.12781 3.14353 1.43671  0.220
H -6.37084 1.42335 -0.25190  0.223
H -6.27715 2.91539 -1.22349  0.221
C -4.05366 2.94356 -2.64369  -0.936
H -3.36286 2.61742 -3.43143  0.231
H -3.64129 3.83140 -2.14841  0.229
H -5.03190 3.18149 -3.08266  0.216
C -5.15778 0.40017 -2.49925  -0.939
H -5.98675 0.91206 -3.00698  0.216
H -5.54562 -0.42060 -1.88208  0.231
H -4.45941 -0.00607 -3.24233  0.232
C -3.40526 3.62878 2.67716  -0.939
H -2.66409 3.27490 3.40556  0.234
H -4.29079 4.01216 3.20246  0.215
H -2.95949 4.42333 2.06486  0.229
C -4.86907 1.27612 2.81406  -0.935
H -5.37210 0.43798 2.31646  0.230
H -5.61398 1.94119 3.27126  0.215
H -4.19677 0.88452 3.58769  0.233
Hg 2.12573 -1.60354 -0.23877  1.212
C 0.09774 -1.05321 -1.15200  -0.465
C 0.39401 0.23521 -1.58383  -0.011
C -0.13582 1.49652 -1.02778  -0.492
C 0.54990 2.05478 0.25561  -0.431
C 0.75046 1.10324 1.39143  -0.198
C 0.02874 0.01185 1.66380  -0.191
C -1.24684 -0.40808 1.00138  -0.475
C -1.09798 -1.32364 -0.23868  -0.440
C 3.43360 -1.36743 1.40407  -1.093
H 0.24188 -1.86315 -1.88846  0.274
H 1.06499 0.35152 -2.44129  0.225
H -1.22208 1.43986 -0.86514  0.248
H 0.01609 2.26600 -1.80662  0.228
H 1.53984 2.44708 -0.02283  0.218
H -0.04242 2.92136 0.58848  0.232
H 1.60881 1.35145 2.03038  0.214
H 0.37355 -0.69372 2.43355  0.209
H -1.86841 0.46613 0.76324  0.241
H -1.82311 -0.97825 1.74934  0.222
H -1.04494 -2.36332 0.11788  0.218
H -2.01960 -1.22915 -0.83773  0.233
H 3.80194 -2.35189 1.69719  0.236
H 2.82534 -0.91310 2.18120  0.206
H 4.26482 -0.70992 1.12875  0.221
O 5.47733 -6.40098 -1.20614  -0.913
S 5.05355 -5.28694 -0.40473  2.284
O 4.62221 -5.51849 0.95020  -0.926
N 3.97509 -4.31113 -1.21278  -0.770
C 4.45925 -3.13386 -1.58884  0.087
S 3.48442 -2.14231 -2.53408  -0.374
C 5.79152 -2.85442 -1.03407  -0.064
C 6.50565 -1.65869 -0.90796  -0.189
C 7.76849 -1.68092 -0.29501  -0.214
C 8.30692 -2.87937 0.20480  -0.192
C 7.53685 -4.05302 0.19075  -0.190
C 6.28920 -4.00328 -0.41153  -0.305
H 6.06259 -0.73478 -1.29214  0.232
H 8.35101 -0.76174 -0.20947  0.219
H 9.31490 -2.89979 0.63175  0.220
H 7.87408 -4.98984 0.63423  0.234